Record 1
The following is a DFT calculation (the ωB97M-V functional and the def2-TZVPD basis) of a 13-piece molecular cluster, C36H96N10O20 overall at a distorted geometry.

Atoms and positions in Å:
C  -7.861  8.381  -10.547
C  -9.089  9.324  -10.494
O  -10.164  8.791  -9.802
O  -7.344  8.153  -9.225
H  -7.051  8.802  -11.141
H  -8.109  7.387  -10.927
H  -9.436  9.551  -11.510
H  -8.719  10.246  -10.027
H  -10.838  9.486  -9.761
H  -8.008  7.971  -8.550
C  -4.811  11.492  -8.263
C  -6.316  11.090  -8.390
O  -7.208  12.102  -8.054
O  -4.442  12.494  -9.168
H  -4.049  10.709  -8.366
H  -4.613  11.838  -7.241
H  -6.392  10.288  -7.649
H  -6.573  10.774  -9.400
H  -7.153  12.359  -7.129
H  -5.037  12.455  -9.932
C  -5.236  7.222  -6.679
C  -3.776  7.182  -6.426
O  -3.353  8.353  -5.727
O  -6.009  7.390  -5.493
H  -5.635  6.318  -7.160
H  -5.585  7.958  -7.410
H  -3.183  7.056  -7.336
H  -3.491  6.300  -5.840
H  -2.449  8.512  -6.009
H  -6.891  7.621  -5.804
C  -10.886  8.854  -6.687
C  -10.218  7.494  -6.842
O  -8.817  7.556  -6.424
O  -12.140  8.903  -7.349
H  -10.214  9.505  -7.257
H  -10.983  9.202  -5.657
H  -10.203  7.064  -7.841
H  -10.689  6.732  -6.216
H  -8.858  8.185  -5.692
H  -12.098  9.624  -8.005
C  -6.867  11.938  -12.299
C  -7.064  12.294  -13.785
O  -6.004  11.724  -14.557
O  -5.940  12.685  -11.515
H  -6.560  10.899  -12.190
H  -7.887  12.097  -11.925
H  -7.165  13.364  -13.957
H  -7.939  11.748  -14.149
H  -5.875  10.800  -14.297
H  -6.301  13.579  -11.485
C  -3.352  9.168  -15.041
C  -4.678  8.498  -14.764
O  -5.255  9.186  -13.665
O  -2.522  9.333  -13.891
H  -3.530  10.175  -15.435
H  -2.870  8.771  -15.937
H  -4.550  7.446  -14.488
H  -5.419  8.514  -15.564
H  -4.927  8.930  -12.787
H  -2.943  9.980  -13.314
C  -11.694  9.774  -14.393
C  -10.422  10.560  -14.632
O  -10.436  11.856  -14.094
O  -11.722  9.383  -13.019
H  -11.830  8.852  -14.953
H  -12.501  10.485  -14.613
H  -10.335  10.546  -15.730
H  -9.515  10.017  -14.357
H  -11.038  12.326  -14.683
H  -11.437  10.183  -12.560
C  -12.818  11.607  -8.984
O  -12.049  10.691  -9.330
N  -12.338  12.554  -8.138
N  -14.086  11.743  -9.367
H  -12.922  13.334  -7.885
H  -11.428  12.548  -7.712
H  -14.689  12.385  -8.887
H  -14.400  11.114  -10.087
C  -9.506  14.727  -9.324
O  -10.173  15.759  -9.347
N  -9.885  13.449  -9.532
N  -8.196  14.857  -8.953
H  -9.286  12.642  -9.503
H  -10.824  13.310  -9.865
H  -7.808  13.975  -8.654
H  -7.872  15.782  -8.750
C  -13.607  6.213  -9.801
O  -13.995  5.232  -10.433
N  -12.346  6.687  -9.996
N  -14.227  6.857  -8.814
H  -12.033  7.566  -9.629
H  -11.767  6.018  -10.473
H  -13.753  7.510  -8.210
H  -15.026  6.456  -8.349
C  -3.684  8.396  -10.491
O  -4.313  9.283  -11.094
N  -2.370  8.205  -10.626
N  -4.376  7.471  -9.803
H  -1.920  8.947  -11.137
H  -1.835  7.420  -10.307
H  -3.967  6.618  -9.463
H  -5.327  7.642  -9.520
C  -10.618  0.693  -8.344
C  -9.870  1.877  -8.858
C  -10.772  3.115  -8.769
C  -10.053  4.486  -8.903
C  -8.785  4.566  -8.056
C  -7.813  3.309  -8.102
N  -8.665  2.128  -8.008
O  -7.921  0.899  -7.896
C  -7.020  3.510  -9.410
C  -6.811  3.524  -6.954
C  -9.483  1.581  -10.320
H  -10.094  -0.247  -8.526
H  -11.630  0.489  -8.700
H  -10.752  0.815  -7.266
H  -11.496  3.022  -9.583
H  -11.428  3.138  -7.896
H  -10.674  5.327  -8.582
H  -9.996  4.839  -9.937
H  -9.081  4.780  -7.025
H  -8.190  5.455  -8.286
H  -7.613  3.351  -10.306
H  -6.480  4.459  -9.380
H  -6.166  2.826  -9.455
H  -6.591  4.584  -6.844
H  -7.223  3.087  -6.042
H  -5.859  3.019  -7.130
H  -9.103  2.408  -10.912
H  -10.326  1.092  -10.810
H  -8.737  0.796  -10.172
H  -7.801  0.847  -6.943
C  -6.705  5.330  -13.062
C  -7.884  4.542  -13.647
C  -9.221  4.721  -12.853
C  -9.883  6.110  -13.095
C  -10.207  6.142  -14.584
C  -9.023  5.870  -15.506
N  -8.118  4.813  -15.078
O  -7.062  4.476  -15.920
C  -9.683  5.376  -16.831
C  -8.279  7.207  -15.676
C  -7.517  3.027  -13.650
H  -6.596  5.039  -12.015
H  -6.966  6.390  -13.054
H  -5.766  5.145  -13.582
H  -9.960  3.983  -13.167
H  -8.992  4.545  -11.802
H  -9.280  6.936  -12.711
H  -10.883  6.332  -12.711
H  -10.587  7.125  -14.873
H  -11.117  5.560  -14.748
H  -10.498  5.942  -17.289
H  -8.909  5.628  -17.565
H  -9.937  4.320  -16.841
H  -7.485  7.243  -16.427
H  -8.990  7.984  -15.969
H  -7.800  7.575  -14.766
H  -8.194  2.393  -14.225
H  -7.414  2.570  -12.662
H  -6.579  2.826  -14.170
H  -6.369  5.124  -15.717

Calculated values
- ΔE to the lowest compared entry with this formula, charge and spin: 0.0 kJ/mol
- Multiplicity: 1
- LUMO level: -0.15 eV
- Maximum force: 3.11 eV/A

Record 2
The following is a DFT calculation (the ωB97M-V functional and the def2-TZVPD basis) of a 9-piece molecular cluster, C36H96N6O12 overall at a distorted geometry.

Atoms and positions in Å:
C  -6.247  4.016  4.150
O  -5.133  4.892  4.221
C  -3.840  4.309  4.575
C  -2.732  5.370  4.415
C  -1.859  5.215  3.106
N  -1.964  5.382  5.601
H  -6.327  3.641  3.130
H  -7.234  4.408  4.396
H  -6.108  3.105  4.732
H  -3.852  3.845  5.562
H  -3.536  3.427  4.012
H  -3.170  6.368  4.444
H  -2.436  5.606  2.268
H  -1.737  4.167  2.831
H  -0.927  5.772  3.194
H  -1.257  6.085  5.443
H  -2.395  5.751  6.436
C  -3.138  -2.365  -7.056
O  -2.724  -2.392  -8.362
C  -3.127  -3.468  -9.175
C  -1.978  -3.784  -10.116
C  -1.387  -2.643  -10.949
N  -2.216  -4.856  -11.116
H  -3.765  -3.146  -6.625
H  -3.840  -1.533  -7.012
H  -2.355  -2.244  -6.307
H  -3.394  -4.394  -8.665
H  -3.965  -2.956  -9.647
H  -1.126  -4.098  -9.513
H  -0.876  -1.852  -10.400
H  -2.199  -2.181  -11.511
H  -0.683  -2.941  -11.726
H  -2.861  -4.366  -11.719
H  -2.743  -5.657  -10.796
C  5.110  2.732  2.420
O  6.553  2.624  2.429
C  7.415  3.613  2.954
C  7.598  4.692  1.912
C  8.361  4.061  0.694
N  8.411  5.825  2.267
H  4.878  3.705  1.987
H  4.680  2.635  3.417
H  4.759  1.905  1.802
H  7.146  4.036  3.922
H  8.390  3.156  3.128
H  6.575  4.884  1.589
H  9.355  3.631  0.817
H  8.462  4.760  -0.137
H  7.730  3.301  0.233
H  8.630  6.082  3.219
H  9.349  5.648  1.936
C  -8.624  -0.511  1.496
O  -8.177  -0.545  0.093
C  -7.296  0.442  -0.246
C  -6.978  0.379  -1.861
N  -5.837  1.131  -2.253
C  -5.984  2.578  -1.988
C  -4.872  3.291  -2.755
O  -3.636  3.275  -2.092
C  -2.836  4.497  -2.364
H  -9.254  -1.398  1.559
H  -9.384  0.216  1.779
H  -7.838  -0.570  2.250
H  -6.414  0.352  0.388
H  -7.805  1.398  -0.123
H  -7.881  0.634  -2.417
H  -6.832  -0.652  -2.180
H  -4.949  0.819  -1.888
H  -5.759  2.699  -0.929
H  -7.007  2.930  -2.120
H  -5.308  4.289  -2.721
H  -4.832  2.922  -3.780
H  -2.731  4.553  -3.447
H  -1.854  4.488  -1.890
H  -3.370  5.389  -2.038
C  -4.723  -3.177  9.149
O  -5.758  -2.348  8.772
C  -5.379  -0.941  8.640
C  -3.946  -0.654  7.984
N  -3.960  -1.119  6.685
C  -2.630  -1.344  6.118
C  -2.835  -2.179  4.814
O  -3.645  -3.370  5.115
C  -3.915  -4.168  3.998
H  -4.284  -2.990  10.128
H  -3.919  -3.384  8.443
H  -5.112  -4.195  9.177
H  -5.221  -0.526  9.636
H  -6.147  -0.384  8.102
H  -3.049  -0.980  8.510
H  -4.018  0.433  7.993
H  -4.562  -1.915  6.533
H  -2.044  -1.864  6.876
H  -2.122  -0.456  5.742
H  -1.959  -2.475  4.238
H  -3.477  -1.588  4.160
H  -3.090  -4.359  3.311
H  -4.623  -3.691  3.320
H  -4.340  -5.120  4.313
C  5.937  1.309  -2.864
O  7.100  0.499  -2.530
C  7.224  -0.717  -3.252
C  6.715  -2.012  -2.566
N  7.637  -2.397  -1.443
C  7.443  -1.529  -0.207
C  8.387  -2.004  0.907
O  8.047  -3.333  1.218
C  8.653  -3.854  2.456
H  5.840  2.139  -2.164
H  4.945  0.857  -2.885
H  5.896  1.631  -3.905
H  8.298  -0.853  -3.376
H  6.920  -0.578  -4.289
H  6.836  -2.819  -3.289
H  5.648  -2.017  -2.342
H  7.558  -3.358  -1.144
H  6.375  -1.473  0.005
H  7.654  -0.480  -0.414
H  8.189  -1.377  1.776
H  9.408  -1.881  0.546
H  8.885  -3.125  3.233
H  9.627  -4.225  2.137
H  8.078  -4.695  2.844
C  3.041  -1.461  -6.447
C  2.117  -1.238  -7.662
O  1.280  -0.205  -7.342
H  2.634  -2.047  -5.623
H  3.387  -0.449  -6.234
H  4.024  -1.890  -6.642
H  1.505  -2.130  -7.790
H  2.705  -1.024  -8.555
H  0.383  -0.384  -7.632
C  -0.045  0.733  -2.051
C  -0.322  0.823  -0.551
O  -1.654  1.099  -0.406
H  -0.704  0.239  -2.764
H  0.937  0.280  -2.190
H  0.040  1.730  -2.483
H  0.391  1.460  -0.029
H  -0.095  -0.079  0.018
H  -1.850  1.807  -1.024
C  1.793  -5.369  2.256
C  3.070  -4.617  1.747
O  4.150  -4.879  2.582
H  1.952  -6.433  2.081
H  0.938  -5.073  1.648
H  1.667  -5.159  3.318
H  2.995  -3.529  1.771
H  3.338  -4.916  0.734
H  4.970  -4.583  2.179

Calculated values
- ΔE to the lowest compared entry with this formula, charge and spin: 731.3 kJ/mol
- Multiplicity: 1
- LUMO level: 0.20 eV
- SMILES: COC[C@H](C)N.COC[C@H](C)N.COC[C@H](C)N.COCCNCCOC.COCCNCCOC.COCCNCCOC.CCO.CCO.CCO
- Maximum force: 3.26 eV/A

Short version: calculated total energy = -94736.8234 -72386.6906 eV, in the order given.